{
  "formula": "C22H54N4O2P",
  "method": "ωB97M-V/def2-TZVPD",
  "elements": ["N", "P", "C", "C", "C", "O", "C", "O", "H", "H", "H", "H", "H", "H", "H", "H", "H", "C", "C", "N", "C", "C", "C", "C", "H", "H", "H", "H", "H", "H", "H", "H", "H", "H", "H", "H", "H", "H", "H", "C", "C", "N", "C", "C", "C", "C", "H", "H", "H", "H", "H", "H", "H", "H", "H", "H", "H", "H", "H", "H", "H", "C", "C", "N", "C", "C", "C", "C", "H", "H", "H", "H", "H", "H", "H", "H", "H", "H", "H", "H", "H", "H", "H"],
  "coordinates": [[0.227, -2.886, 0.426], [-0.984, -2.940, 1.498], [-0.606, -3.894, 3.107], [0.346, -5.207, 2.867], [1.774, -4.886, 3.677], [2.938, -5.560, 3.073], [3.391, -4.890, 1.843], [4.100, -3.759, 1.771], [1.025, -3.420, 0.835], [-1.240, -1.550, 1.893], [-2.167, -3.522, 0.915], [-1.646, -4.332, 3.452], [0.600, -5.420, 1.736], [-0.076, -6.210, 3.325], [1.632, -5.310, 4.759], [1.861, -3.720, 3.730], [3.147, -5.434, 0.809], [3.133, 3.087, 0.334], [3.386, 2.470, 1.708], [2.475, 1.369, 2.042], [2.537, 0.977, 3.454], [3.849, 0.392, 3.968], [2.425, 0.259, 1.088], [3.727, -0.472, 0.782], [2.092, 3.416, 0.234], [3.775, 3.964, 0.197], [3.356, 2.387, -0.475], [3.256, 3.272, 2.445], [4.436, 2.161, 1.768], [1.726, 0.270, 3.669], [2.302, 1.862, 4.061], [3.992, -0.637, 3.625], [3.832, 0.362, 5.063], [4.716, 0.988, 3.674], [2.017, 0.638, 0.143], [1.680, -0.475, 1.423], [4.563, 0.211, 0.609], [3.606, -1.066, -0.130], [4.000, -1.164, 1.578], [-3.217, 4.376, -1.910], [-2.087, 4.020, -0.946], [-2.219, 4.637, 0.378], [-1.004, 4.523, 1.192], [-0.557, 3.124, 1.603], [-3.472, 4.379, 1.090], [-3.846, 2.927, 1.365], [-3.323, 5.462, -2.010], [-2.999, 3.968, -2.904], [-4.175, 3.960, -1.588], [-1.155, 4.368, -1.407], [-2.011, 2.928, -0.880], [-1.113, 5.139, 2.094], [-0.180, 4.990, 0.636], [-1.187, 2.718, 2.399], [0.464, 3.166, 1.998], [-0.551, 2.423, 0.764], [-4.290, 4.839, 0.522], [-3.470, 4.928, 2.041], [-3.702, 2.283, 0.494], [-4.906, 2.868, 1.634], [-3.283, 2.515, 2.202], [-2.558, -3.775, -4.851], [-2.146, -2.809, -3.742], [-0.867, -2.133, -3.988], [-0.347, -1.434, -2.808], [-1.158, -0.262, -2.265], [-0.758, -1.394, -5.248], [-1.772, -0.287, -5.511], [-1.773, -4.514, -5.042], [-3.463, -4.317, -4.552], [-2.782, -3.252, -5.784], [-2.062, -3.399, -2.821], [-2.959, -2.091, -3.577], [0.676, -1.092, -3.011], [-0.237, -2.171, -2.001], [-1.055, 0.625, -2.896], [-0.787, 0.011, -1.271], [-2.219, -0.501, -2.160], [-0.819, -2.114, -6.073], [0.253, -0.974, -5.337], [-2.795, -0.587, -5.271], [-1.757, -0.023, -6.574], [-1.535, 0.621, -4.955]],
  "forces_ev_per_a": [[0.008, -0.485, 0.600], [2.415, -1.450, 1.954], [-1.491, -1.611, -1.254], [0.746, 0.547, 0.152], [-2.332, 0.537, 0.393], [0.811, 2.304, -3.077], [2.713, 4.150, 0.126], [-4.511, -7.025, 1.007], [-0.776, 0.572, -0.480], [-0.720, -1.092, -0.313], [-0.054, 0.910, 0.020], [1.673, 0.983, -0.519], [-0.326, 0.366, 2.011], [0.630, 2.042, -0.948], [0.675, 0.796, -2.010], [0.166, -2.245, -0.210], [0.397, 0.847, 2.504], [-0.022, -0.051, -0.021], [-0.262, -0.294, -0.088], [0.025, 0.183, 0.330], [-0.235, 0.234, -0.089], [0.156, -0.324, 0.181], [-0.295, 0.048, -0.245], [0.157, -0.248, -0.073], [0.105, -0.123, 0.007], [-0.043, -0.115, 0.044], [-0.061, 0.038, 0.044], [-0.075, -0.221, 0.158], [0.165, 0.060, -0.025], [0.114, 0.044, -0.268], [0.037, 0.085, -0.182], [0.057, 0.182, 0.005], [-0.016, 0.013, -0.079], [-0.053, -0.034, -0.028], [0.028, 0.108, 0.112], [0.131, 0.201, 0.086], [-0.004, 0.068, 0.030], [-0.040, 0.012, 0.147], [0.061, 0.048, -0.112], [-0.005, 0.030, 0.051], [-0.214, 0.073, 0.139], [0.155, 0.267, 0.106], [0.043, 0.095, -0.168], [0.103, -0.029, 0.302], [-0.089, 0.218, -0.274], [-0.196, -0.247, 0.188], [0.000, -0.124, 0.091], [-0.011, 0.009, 0.167], [0.029, 0.045, -0.030], [0.026, 0.003, 0.318], [0.023, -0.095, -0.090], [-0.211, -0.044, -0.140], [-0.181, -0.026, -0.127], [0.072, -0.046, -0.169], [-0.130, -0.119, -0.078], [0.019, 0.028, 0.092], [0.146, -0.041, -0.095], [0.285, -0.041, -0.179], [0.052, 0.055, 0.050], [0.066, 0.011, -0.013], [0.010, -0.079, -0.144], [0.045, 0.033, -0.020], [0.275, -0.027, -0.185], [0.137, 0.110, -0.069], [0.123, -0.496, 0.315], [0.054, 0.371, 0.084], [-0.012, -0.472, 0.004], [-0.114, 0.330, -0.226], [-0.051, 0.158, 0.020], [0.108, 0.107, -0.016], [0.021, -0.049, -0.008], [0.226, 0.291, -0.007], [-0.169, 0.028, 0.025], [-0.156, -0.075, -0.180], [-0.061, 0.066, -0.114], [-0.142, -0.027, 0.043], [-0.005, -0.128, -0.069], [0.044, 0.008, -0.031], [-0.090, -0.039, 0.116], [-0.126, -0.116, 0.301], [0.072, -0.015, 0.049], [0.001, -0.006, 0.040], [-0.126, -0.057, 0.041]],
  "mulliken_charge": [-0.476, 0.346, -0.806, -0.431, -0.322, -0.358, 0.185, -0.487, -0.013, -0.032, -0.018, 0.105, 0.205, 0.301, 0.330, 0.140, 0.343, -1.152, -0.680, 0.638, -0.743, -1.050, -0.711, -0.900, 0.113, 0.436, 0.294, 0.436, 0.408, 0.437, 0.371, 0.164, 0.418, 0.265, 0.133, 0.470, 0.275, 0.395, 0.011, -1.505, -0.179, 0.132, -1.008, -0.249, -0.681, -0.891, 0.338, 0.436, 0.299, 0.378, 0.181, 0.369, 0.353, 0.337, 0.021, 0.089, 0.398, 0.327, 0.181, 0.375, 0.292, -1.442, -0.256, 0.160, -1.039, -0.644, -0.677, -0.947, 0.322, 0.442, 0.291, 0.395, 0.237, 0.325, 0.363, 0.223, 0.302, 0.311, 0.398, 0.333, 0.231, 0.379, 0.257],
  "e_tot_ev": -43029.2002,
  "charge": -1,
  "orbital_gap_ha": 0.212
}

---

{
  "formula": "C14H16",
  "method": "ωB97M-V/def2-TZVPD",
  "elements": ["C", "C", "C", "C", "C", "C", "C", "H", "H", "H", "H", "H", "H", "H", "H", "C", "C", "C", "C", "C", "C", "C", "H", "H", "H", "H", "H", "H", "H", "H"],
  "coordinates": [[-3.611, 1.956, -0.320], [-3.090, 0.839, 0.553], [-2.209, -0.056, -0.038], [-1.475, -0.978, 0.693], [-1.466, -0.879, 2.082], [-2.360, -0.031, 2.692], [-3.196, 0.790, 1.935], [-4.707, 1.927, -0.340], [-3.183, 1.884, -1.284], [-3.455, 2.916, 0.178], [-2.074, -0.117, -1.112], [-0.916, -1.762, 0.200], [-0.812, -1.470, 2.711], [-2.423, 0.110, 3.763], [-3.814, 1.536, 2.424], [3.775, -1.348, 0.713], [3.110, -0.756, -0.498], [3.177, 0.598, -0.802], [2.465, 1.134, -1.868], [1.633, 0.327, -2.647], [1.464, -0.991, -2.262], [2.152, -1.511, -1.166], [4.757, -0.922, 0.907], [3.723, -2.432, 0.765], [3.185, -1.052, 1.595], [3.668, 1.311, -0.154], [2.216, 2.191, -1.823], [1.066, 0.818, -3.427], [0.613, -1.555, -2.631], [1.789, -2.479, -0.840]],
  "forces_ev_per_a": [[-1.584, -0.145, 2.111], [1.129, 0.297, -0.451], [0.100, -1.096, -0.323], [0.032, 0.161, 0.594], [-0.082, -0.612, 0.059], [-0.733, 0.970, 0.066], [0.145, 0.532, -0.064], [0.038, -0.240, -0.506], [0.273, 0.251, -0.992], [0.555, 0.055, -0.317], [-0.237, 0.311, -0.108], [0.271, 0.228, -0.083], [0.011, -0.177, -0.207], [0.219, -0.346, 0.077], [-0.092, -0.183, 0.132], [-0.664, 0.691, 0.907], [-0.474, -0.618, 0.468], [-0.042, 0.337, -0.434], [-1.061, -0.222, 0.729], [0.461, 0.435, 0.363], [-0.550, 0.101, 0.351], [-0.344, 0.248, -0.928], [0.225, -0.389, -0.222], [0.485, -0.056, -0.423], [0.046, 0.125, -0.106], [0.378, -0.217, 0.161], [0.784, 0.176, -0.623], [-0.215, -0.319, -0.059], [0.300, -0.121, -0.416], [0.628, -0.177, 0.246]],
  "mulliken_charge": [-1.293, 0.752, -0.367, -0.472, -0.446, -0.395, -0.424, 0.313, 0.374, 0.298, 0.241, 0.368, 0.379, 0.348, 0.325, -1.408, 0.629, -0.339, -0.502, -0.368, -0.529, -0.251, 0.381, 0.366, 0.280, 0.344, 0.299, 0.389, 0.390, 0.318],
  "e_tot_ev": -14776.8307,
  "orbital_gap_ha": 0.362,
  "de_lowest_kcal_mol": 21.6
}

---

HOMO level for the records above, in order: -3.182; -8.976 eV